[1]
{"formula": "C20H21AsMnN6S4Se", "method": "ωB97M-V/def2-TZVPD", "lumo_energy_ev": [0.503, 0.508], "spin_multiplicity": 1, "homo_energy_ev": [-5.37, -5.37], "e_above_lowest_kcal_mol": 0.0, "total_charge": -1, "total_energy_ha": -8484.308627, "elements": ["Mn", "C", "N", "C", "C", "C", "C", "C", "C", "C", "C", "H", "H", "H", "H", "H", "H", "H", "H", "H", "H", "H", "H", "S", "As", "S", "S", "S", "C", "C", "C", "C", "C", "C", "C", "C", "N", "H", "H", "H", "H", "H", "H", "H", "H", "H", "N", "C", "N", "C", "N", "Se", "C", "N"], "positions_angstrom": [[0.42149, -0.05335, 0.32597], [-0.62894, 2.85281, 0.21535], [-0.54737, 1.74755, 1.18752], [0.20012, 2.21232, 2.36494], [-1.90645, 1.43362, 1.66310], [-2.84315, 0.76562, 0.69597], [-4.17485, 0.69604, 1.11058], [-5.12328, -0.00870, 0.40141], [-4.73440, -0.68470, -0.75077], [-3.42713, -0.61601, -1.17475], [-2.46394, 0.12869, -0.48106], [-1.08050, 3.72762, 0.69959], [-1.23468, 2.55937, -0.63845], [0.36668, 3.11131, -0.13887], [-0.32740, 3.05029, 2.83820], [1.19075, 2.54997, 2.07305], [0.29467, 1.40250, 3.08705], [-2.36290, 2.37346, 2.00917], [-1.80494, 0.79034, 2.53898], [-4.45532, 1.19394, 2.03233], [-6.14492, -0.05531, 0.75225], [-5.44904, -1.27252, -1.31156], [-3.11486, -1.14724, -2.06487], [-0.11308, -0.30586, -3.54117], [1.73749, -0.69833, -2.36282], [1.77934, 1.14783, -1.24361], [1.13367, -1.98997, -0.74354], [3.26320, -1.24246, -3.63626], [1.60420, -2.39432, 2.98844], [2.67845, -1.35460, 3.04338], [3.72264, -1.49032, 3.94834], [4.73243, -0.54689, 4.02259], [4.72614, 0.55183, 3.18097], [3.71352, 0.74197, 2.25115], [3.80776, 1.90450, 1.31040], [2.67937, -0.21490, 2.20984], [1.63153, -0.07947, 1.32791], [1.92647, -3.28130, 3.53048], [1.36427, -2.67217, 1.96284], [0.67857, -2.03883, 3.44345], [3.73777, -2.35749, 4.59490], [5.53684, -0.67330, 4.73537], [5.52854, 1.27696, 3.22895], [4.43043, 2.68351, 1.74920], [2.84024, 2.32370, 1.04935], [4.25304, 1.58754, 0.36688], [-2.14354, 2.15716, -5.07124], [-2.01902, 1.76325, -3.99188], [-1.94042, 1.43368, -2.70708], [-1.11635, 0.50594, -2.30149], [-1.13364, 0.13168, -0.99527], [-2.46849, -2.79938, 3.16894], [-1.47179, -1.82551, 2.04579], [-0.80995, -1.13627, 1.38502]]}



[2]
{"formula": "C8H10ClNYb", "method": "ωB97M-V/def2-TZVPD", "lumo_energy_ev": [2.837, 2.842], "spin_multiplicity": 2, "homo_energy_ev": [-2.30, -2.29], "total_charge": -1, "total_energy_ha": -1984.529072, "elements": ["C", "C", "C", "C", "C", "Yb", "C", "C", "C", "N", "H", "H", "H", "H", "H", "H", "H", "H", "H", "H", "Cl"], "positions_angstrom": [[0.01186, -1.33426, -0.98203], [-1.32174, -1.47221, -0.48049], [-1.26018, -2.18553, 0.76280], [0.12260, -2.47923, 1.02718], [0.90438, -1.94563, -0.04745], [-0.15992, -0.06237, 1.44655], [-1.02518, 1.92892, -0.06068], [0.39343, 1.98888, -0.42220], [0.72135, 2.49221, -1.70122], [1.32223, 1.45524, 0.42475], [-2.08033, -2.33210, 1.44645], [-2.20681, -1.07665, -0.94361], [0.51929, -2.87253, 1.94627], [1.97760, -1.98011, -0.13341], [0.29382, -0.86313, -1.90750], [-1.78285, 1.67258, -0.79319], [2.29313, 1.57702, 0.11937], [-1.34478, 2.26674, 0.92535], [-0.09420, 2.89251, -2.30684], [1.78773, 2.54352, -1.94725], [0.92857, -0.21385, 3.62714]]}